16
Properties=species:S:1:pos:R:3 method="wB97M-V/def2-TZVPD" homo_lumo_gap_ev="6.42 / 8.09" energy_ev=-9204.7412 spin_multiplicity=3 charge=+1 e_above_lowest_ev=2.468
C -0.10 -0.54 0.76
C 1.19 -1.25 -0.85
C 0.41 -0.03 -1.46
N 0.79 -1.44 0.51
N -0.41 0.26 -0.34
N -0.82 -0.18 2.00
N -0.76 1.61 0.04
H 1.09 -2.13 -1.33
H 2.30 -0.97 -0.99
H 1.09 0.78 -1.88
H -0.24 -0.27 -2.34
H -1.71 -0.58 1.94
H -0.40 -0.25 2.96
H 0.04 2.22 -0.21
H -0.96 0.80 1.71
H -1.50 1.97 -0.51

=====

47
Properties=species:S:1:pos:R:3 method="wB97M-V/def2-TZVPD" homo_lumo_gap_ev="8.34 / 8.11" energy_ev=-141526.5650 spin_multiplicity=1 e_above_lowest_ev=0.517
Ni -0.49 -0.65 -0.06
C 2.50 -0.32 -2.15
C 2.48 -0.08 -0.68
N 1.41 0.00 0.07
C 1.83 0.15 1.37
C 3.19 0.19 1.39
N 3.58 0.06 0.08
C 4.22 0.36 2.45
O 3.79 0.45 3.68
O 5.39 0.37 2.13
C 0.82 0.17 2.47
O 1.21 0.44 3.62
O -0.36 -0.08 2.10
H 1.48 -0.31 -2.52
H 2.93 -1.30 -2.36
H 3.08 0.45 -2.67
H 4.55 0.03 -0.20
H 2.78 0.36 3.73
C -1.97 2.38 -0.53
O -0.93 1.47 -0.21
H -1.56 3.34 -0.84
H -2.65 2.52 0.31
H -2.52 1.95 -1.37
H -0.41 1.80 0.53
C -0.21 -4.74 0.12
O -0.72 -3.40 0.14
C 0.18 -2.43 -0.19
O 1.31 -2.74 -0.49
H -1.07 -5.39 0.30
H 0.54 -4.88 0.91
H 0.25 -4.97 -0.84
C -3.46 -0.42 2.19
N -4.14 0.13 1.03
C -5.24 0.97 1.10
C -5.67 1.16 -0.17
N -4.84 0.44 -0.99
C -4.94 0.36 -2.44
C -3.89 -0.19 -0.26
Se -2.61 -1.35 -0.96
H -4.00 -1.29 2.56
H -3.42 0.34 2.97
H -2.45 -0.70 1.93
H -5.61 1.34 2.03
H -6.49 1.75 -0.55
H -5.84 0.89 -2.75
H -4.99 -0.68 -2.75
H -4.06 0.82 -2.90

=====

83
Properties=species:S:1:pos:R:3 method="wB97M-V/def2-TZVPD" homo_lumo_gap_ev="7.21 / 5.81" energy_ev=-55769.9638 spin_multiplicity=4 charge=+2 e_above_lowest_ev=0.000
C 0.92 3.28 -3.86
C -0.34 3.01 -3.30
C -0.50 1.99 -2.36
C 0.62 1.27 -1.92
C 1.86 1.45 -2.57
C 2.01 2.50 -3.48
C -1.84 1.68 -1.77
C -2.09 0.19 -1.62
N -1.76 -0.56 -2.87
Tc 0.53 0.13 -0.19
C 2.96 0.47 -2.29
P 2.22 -0.84 -1.20
H -1.22 3.58 -3.59
H 3.00 2.68 -3.91
H 1.03 4.09 -4.58
H 3.83 0.92 -1.78
H 3.33 -0.02 -3.21
H -1.93 2.12 -0.77
H -2.64 2.11 -2.39
H -1.53 -0.28 -0.77
C 3.59 -1.56 -0.29
C 1.82 -2.13 -2.41
H -3.16 -0.04 -1.46
C -2.72 -0.24 -3.98
C -1.73 -2.04 -2.61
H 1.79 0.58 0.83
H -3.64 -0.82 -3.82
H -2.92 0.84 -3.97
H -2.26 -0.51 -4.94
H -2.53 -2.52 -3.18
H -0.76 -2.46 -2.88
H -1.91 -2.18 -1.53
H 2.75 -2.55 -2.81
H 1.25 -2.91 -1.89
H 1.23 -1.71 -3.24
H 4.53 -1.34 -0.80
H 3.59 -1.15 0.72
H 3.43 -2.64 -0.25
H -0.87 -0.30 -3.32
C -1.29 -1.64 4.22
C -2.30 -0.55 3.87
C -3.02 -0.86 2.57
C -3.31 -0.43 5.00
O -1.62 0.73 3.76
Si -0.27 1.14 2.90
O -0.43 0.56 1.40
O -0.17 2.78 2.94
C -0.79 3.71 3.88
C -2.18 4.07 3.38
C -0.88 3.16 5.29
C 0.07 4.97 3.89
O 1.07 0.55 3.63
C 2.44 0.94 3.96
C 2.96 2.04 3.05
C 2.49 1.43 5.40
C 3.27 -0.32 3.79
H -1.82 -2.59 4.38
H -0.77 -1.39 5.15
H -0.55 -1.80 3.42
H -3.52 -1.84 2.64
H -3.79 -0.11 2.38
H -2.33 -0.89 1.72
H -2.82 -0.15 5.94
H -4.08 0.32 4.77
H -3.80 -1.39 5.14
H -2.82 3.18 3.35
H -2.64 4.80 4.07
H -2.13 4.51 2.38
H 0.08 2.74 5.63
H -1.15 3.99 5.96
H -1.65 2.39 5.38
H 1.10 4.75 4.21
H 0.10 5.44 2.91
H -0.35 5.68 4.61
H 2.25 2.88 3.00
H 3.92 2.42 3.44
H 3.14 1.66 2.04
H 1.99 0.74 6.09
H 3.55 1.52 5.70
H 2.04 2.43 5.50
H 2.95 -1.10 4.50
H 3.18 -0.72 2.77
H 4.33 -0.11 3.98

=====

16
Properties=species:S:1:pos:R:3 method="wB97M-V/def2-TZVPD" homo_lumo_gap_ev=7.93 energy_ev=-9867.4256 spin_multiplicity=1 charge=-1 e_above_lowest_ev=2.345
C -1.38 -0.10 0.33
O -0.02 0.44 0.61
C -1.23 -0.81 -1.06
N 0.04 -1.56 -0.83
H -1.83 -0.84 1.06
H -2.16 0.67 0.35
H -2.23 -1.37 -1.37
H -1.04 0.03 -1.62
H 0.45 -1.22 0.12
H -0.33 -2.52 -0.68
H 3.33 -0.45 -0.63
H 2.82 0.82 -0.16
O 3.49 0.10 0.03
H 0.59 2.79 1.23
H -0.27 1.47 0.98
O -0.23 2.56 1.64

=====

124
Properties=species:S:1:pos:R:3 method="wB97M-V/def2-TZVPD" homo_lumo_gap_ev=3.13 energy_ev=-87695.6906 spin_multiplicity=1 charge=+1 e_above_lowest_ev=2.421
C 2.39 -3.01 -2.39
C 2.45 -4.27 -1.56
C 1.08 -4.95 -1.58
C 3.44 -5.17 -2.33
C 2.93 -4.09 -0.09
C 3.18 -5.30 0.56
C 3.94 -5.36 1.72
C 4.50 -4.19 2.23
C 4.17 -2.95 1.69
C 4.92 -1.69 2.20
C 5.60 -0.95 1.04
C 6.04 -2.01 3.20
C 3.95 -0.75 2.91
C 3.19 -2.90 0.66
N 2.49 -1.67 0.36
C 1.34 -1.07 0.82
C 0.65 -1.14 2.04
C -0.77 -1.38 2.11
C -1.46 -0.68 3.13
C -2.83 -0.58 3.10
C -3.51 -1.24 2.06
N -4.65 -0.63 1.48
O -5.15 -1.19 0.47
O -5.05 0.46 1.95
C -2.88 -2.23 1.28
C -1.50 -2.28 1.29
N 0.97 -0.19 -0.20
C -0.12 0.74 -0.10
C -0.04 1.71 0.89
C 1.20 2.37 1.59
C 0.96 3.88 1.53
C 2.60 2.13 1.05
C 1.25 1.85 3.02
C -1.27 2.14 1.43
C -2.45 2.02 0.72
C -2.43 1.33 -0.49
C -1.32 0.58 -0.86
C -1.45 -0.37 -2.10
C -2.88 -0.40 -2.65
C -1.09 -1.81 -1.74
C -0.55 0.13 -3.23
C 2.11 -0.01 -0.99
C 2.36 1.10 -1.90
C 1.55 2.27 -2.00
C 2.01 3.38 -2.72
C 3.26 3.35 -3.35
C 4.04 2.18 -3.29
C 3.60 1.07 -2.57
N 3.01 -0.93 -0.71
H 3.34 -2.47 -2.38
H 2.16 -3.27 -3.44
H 1.59 -2.33 -2.07
H 1.13 -5.95 -1.13
H 0.34 -4.37 -1.03
H 0.72 -5.07 -2.62
H 3.52 -6.18 -1.91
H 3.10 -5.27 -3.37
H 4.43 -4.72 -2.34
H 2.85 -6.23 0.10
H 4.19 -6.32 2.16
H 5.23 -4.26 3.04
H 4.92 -0.73 0.22
H 6.02 0.00 1.42
H 6.43 -1.56 0.65
H 5.66 -2.51 4.09
H 6.81 -2.63 2.74
H 6.51 -1.07 3.52
H 3.58 -1.20 3.85
H 4.42 0.21 3.14
H 3.08 -0.56 2.30
H 1.21 -1.17 2.97
H -0.85 -0.19 3.89
H -3.42 0.02 3.80
H -3.50 -2.85 0.63
H -0.94 -2.98 0.67
H 0.05 4.18 2.06
H 1.79 4.44 1.98
H 0.86 4.21 0.49
H 2.82 1.06 0.98
H 2.78 2.60 0.08
H 3.33 2.55 1.77
H 1.85 0.93 3.10
H 1.70 2.60 3.70
H 0.26 1.58 3.38
H -1.27 2.58 2.42
H -3.37 2.44 1.10
H -3.33 1.36 -1.12
H -3.16 0.56 -3.09
H -2.96 -1.16 -3.44
H -3.60 -0.67 -1.87
H -0.24 -1.83 -1.05
H -1.94 -2.28 -1.23
H -0.83 -2.40 -2.63
H 0.51 0.02 -2.98
H -0.73 -0.42 -4.16
H -0.74 1.20 -3.42
H 0.58 2.33 -1.51
H 1.38 4.27 -2.77
H 3.61 4.22 -3.89
H 5.00 2.13 -3.81
H 4.21 0.17 -2.46
C -2.09 5.44 3.96
C -2.94 4.36 3.67
C -2.62 3.08 4.14
C -1.36 2.83 4.76
C -0.98 1.47 5.17
S 0.51 1.08 5.95
C 0.01 1.11 7.73
C -1.24 1.91 8.07
C -2.51 1.47 7.35
S -2.22 0.49 5.85
C -0.47 3.90 4.91
C -0.86 5.20 4.58
H -2.41 6.47 3.75
H -3.88 4.54 3.16
H -3.32 2.26 3.97
H -0.07 0.07 8.05
H 0.89 1.56 8.21
H -1.43 1.81 9.15
H -1.05 2.97 7.89
H -3.13 0.81 7.97
H -3.12 2.32 7.01
H 0.52 3.71 5.34
H -0.22 6.05 4.87